Entry 1:
Molecular formula: C34H26N4S4Ti
Method: DFT, ωB97M-V/def2-TZVPD

ΔE to the lowest compared entry with this formula, charge and spin in kJ/mol: 0.0
Molecular weight in g/mol: 666.7
Net charge: +2
HOMO-LUMO gap in eV: 6.7
LUMO energy in eV: -6.396
Max |F| in eV/A: 0.72

Last column: Löwdin charge in e.
CARTESIAN COORDINATES (ANGSTROEM)
1 Ti -0.073 0.278 -0.045  0.4370
2 S -0.788 1.360 -1.970  0.8101
3 C 0.502 1.859 -3.048  -0.6126
4 C 0.242 2.243 -4.359  -0.0745
5 C 1.284 2.689 -5.159  -0.0402
6 C 2.581 2.760 -4.666  -0.0478
7 C 2.849 2.370 -3.363  -0.0826
8 C 1.802 1.929 -2.567  -0.5534
9 S 2.096 1.356 -0.912  0.9093
10 C 2.071 2.934 -0.014  -0.2978
11 C 0.850 3.168 0.825  -0.2963
12 C 0.551 4.459 1.232  0.0177
13 C -0.406 4.652 2.213  0.0054
14 C -0.963 3.538 2.822  0.0037
15 C -0.623 2.278 2.362  -0.3186
16 C -1.041 1.080 3.167  -0.2860
17 S -1.083 -0.464 2.215  1.0482
18 C 0.077 -1.529 3.015  -0.5106
19 C -0.305 -2.262 4.132  -0.0768
20 C 0.606 -3.129 4.710  -0.0526
21 C 1.872 -3.269 4.150  -0.0441
22 C 2.236 -2.549 3.024  -0.0859
23 C 1.334 -1.662 2.438  -0.6062
24 S 1.815 -0.725 1.023  0.7080
25 N 0.190 2.098 1.302  0.0224
26 H -0.767 2.192 -4.744  0.1159
27 H 1.082 2.984 -6.180  0.1207
28 H 3.386 3.108 -5.298  0.1193
29 H 3.859 2.396 -2.971  0.1235
30 H 2.245 3.735 -0.727  0.1095
31 H 2.924 2.898 0.668  0.1138
32 H 1.082 5.295 0.799  0.1352
33 H -0.673 5.649 2.536  0.1314
34 H -1.636 3.642 3.662  0.1337
35 H -2.016 1.228 3.626  0.1013
36 H -0.307 0.935 3.962  0.1205
37 H -1.302 -2.149 4.539  0.1176
38 H 0.328 -3.698 5.586  0.1181
39 H 2.583 -3.951 4.597  0.1201
40 H 3.222 -2.660 2.592  0.1137
41 C 3.253 -2.232 -2.884  -0.0080
42 C 3.095 -3.440 -2.237  -0.0144
43 C 1.943 -3.648 -1.491  0.0109
44 C 1.016 -2.627 -1.391  -0.2662
45 N 1.198 -1.424 -1.961  0.0710
46 C 2.277 -1.257 -2.713  -0.1181
47 C -0.297 -2.802 -0.744  -0.1749
48 C -0.862 -4.055 -0.542  0.0401
49 C -2.173 -4.153 -0.110  0.0138
50 C -2.922 -2.995 0.032  0.0293
51 C -2.304 -1.779 -0.202  -0.2373
52 N -1.002 -1.678 -0.501  0.0420
53 C -3.046 -0.505 -0.100  -0.2376
54 C -4.430 -0.436 -0.169  0.0344
55 C -5.056 0.794 -0.052  0.0033
56 C -4.281 1.931 0.118  0.0001
57 C -2.908 1.792 0.138  -0.1474
58 N -2.301 0.605 0.036  -0.1456
59 H 4.115 -2.033 -3.505  0.1220
60 H 3.841 -4.219 -2.321  0.1256
61 H 1.787 -4.596 -0.995  0.1198
62 H 2.381 -0.300 -3.209  0.0971
63 H -0.293 -4.949 -0.750  0.1241
64 H -2.617 -5.122 0.073  0.1318
65 H -3.958 -3.044 0.332  0.1243
66 H -5.016 -1.327 -0.334  0.1250
67 H -6.134 0.863 -0.107  0.1306
68 H -4.727 2.911 0.207  0.1267
69 H -2.264 2.659 0.207  0.1077

Entry 2:
Molecular formula: C2NO4S
Method: DFT, ωB97M-V/def2-TZVPD

ΔE to the lowest compared entry with this formula, charge and spin in kJ/mol: 70.0
Molecular weight in g/mol: 134.1
Net charge: -1
HOMO-LUMO gap (alpha / beta) in eV: 7.0 / 7.0
LUMO energy (alpha / beta) in eV: 2.186 / 2.185
Max |F| in eV/A: 4.13

Last column: Löwdin charge in e.
CARTESIAN COORDINATES (ANGSTROEM)
1 C 0.181 1.514 0.123  -0.6131
2 C -0.705 -1.099 0.053  -0.9445
3 N 0.542 -0.407 0.055  -0.4137
4 O -1.027 -1.603 1.084  0.0407
5 O 0.905 1.921 0.995  0.0538
6 O -0.589 1.717 -0.712  0.1530
7 O -1.194 -1.064 -1.088  -0.0048
8 S 1.886 -0.977 -0.510  0.7287

Entry 3:
Molecular formula: C42H49HgN3OTe
Method: DFT, ωB97M-V/def2-TZVPD

ΔE to the lowest compared entry with this formula, charge and spin in kJ/mol: 93.0
Molecular weight in g/mol: 940.1
Net charge: -2
HOMO-LUMO gap in eV: 4.2
LUMO energy in eV: 4.074
Max |F| in eV/A: 1.13

Last column: Löwdin charge in e.
CARTESIAN COORDINATES (ANGSTROEM)
1 Hg 1.628 0.993 1.408  1.0542
2 C 4.142 2.899 0.825  -0.1262
3 C 5.119 1.760 0.717  -0.2515
4 C 6.480 2.020 0.762  -0.1308
5 C 7.455 1.024 0.629  -0.1834
6 C 7.003 -0.281 0.400  -0.1361
7 C 5.658 -0.598 0.345  -0.2580
8 C 5.224 -2.008 0.054  -0.1039
9 C 4.616 0.401 0.574  -0.4112
10 N 3.359 0.004 0.642  -0.1835
11 H 4.656 3.855 0.691  0.0569
12 H 3.637 2.924 1.799  0.0420
13 H 3.359 2.817 0.063  0.0457
14 H 6.803 3.050 0.907  0.0815
15 H 8.512 1.258 0.673  0.0524
16 H 7.734 -1.077 0.260  0.0814
17 H 5.984 -2.538 -0.532  0.0561
18 H 4.283 -1.997 -0.506  0.0507
19 H 5.048 -2.595 0.971  0.0538
20 C 0.987 -2.872 3.712  -0.0125
21 N 2.109 -2.546 2.780  -0.1367
22 C 1.568 -2.326 1.386  -0.0356
23 C 3.036 -1.417 3.301  -0.0844
24 C 2.419 -0.389 4.225  -0.2859
25 C 2.522 -0.603 5.605  -0.0974
26 C 2.069 0.346 6.510  -0.1307
27 C 1.493 1.513 6.014  -0.1276
28 C 1.378 1.700 4.641  -0.1460
29 C 1.851 0.776 3.699  -0.1669
30 H 0.482 -3.766 3.344  0.0945
31 H 0.291 -2.036 3.692  0.0716
32 H 1.367 -3.035 4.720  0.0861
33 H 2.717 -3.349 2.713  0.1474
34 H 0.664 -1.720 1.468  0.0656
35 H 1.336 -3.305 0.955  0.0952
36 H 2.316 -1.775 0.801  0.0221
37 H 3.433 -0.926 2.404  0.0658
38 H 3.834 -1.940 3.829  0.1172
39 H 2.978 -1.517 5.980  0.0911
40 H 2.179 0.188 7.577  0.0791
41 H 1.151 2.281 6.702  0.0819
42 H 0.913 2.619 4.292  0.0769
43 C -4.278 2.965 -7.065  -0.0787
44 C -3.671 2.563 -5.741  -0.3027
45 C -4.220 2.978 -4.537  -0.0489
46 C -3.648 2.620 -3.310  -0.3293
47 C -4.291 3.147 -2.040  -0.1146
48 C -2.499 1.814 -3.247  -0.3266
49 Te -1.469 1.564 -1.162  1.4153
50 N -0.516 0.812 0.817  -0.3241
51 C -1.213 0.224 1.778  -0.6710
52 O -0.795 -0.556 2.695  -0.1305
53 C -2.726 0.431 1.851  -0.1858
54 C -3.304 1.691 1.720  -0.0955
55 C -4.680 1.859 1.822  -0.1110
56 C -5.504 0.763 2.058  -0.1276
57 C -4.935 -0.495 2.222  -0.1133
58 C -3.556 -0.651 2.131  -0.0489
59 C -1.463 -0.536 -1.524  -0.3717
60 C -0.260 -1.246 -1.648  -0.3049
61 C 1.105 -0.593 -1.653  -0.1094
62 C -0.301 -2.635 -1.815  -0.0382
63 C -1.493 -3.338 -1.863  -0.2897
64 C -1.516 -4.837 -2.036  -0.0734
65 C -2.680 -2.621 -1.741  -0.0362
66 C -2.688 -1.240 -1.565  -0.2734
67 C -4.026 -0.548 -1.421  -0.0668
68 C -1.930 1.417 -4.479  -0.2895
69 C -0.651 0.610 -4.523  -0.0717
70 C -2.519 1.785 -5.692  -0.0461
71 H -5.212 3.513 -6.918  0.0609
72 H -4.491 2.091 -7.686  0.0668
73 H -3.598 3.609 -7.631  0.0682
74 H -5.117 3.596 -4.552  0.0971
75 H -5.248 3.633 -2.257  0.0618
76 H -3.641 3.879 -1.552  0.0636
77 H -4.455 2.345 -1.314  0.0371
78 H -2.659 2.545 1.559  0.0895
79 H -5.114 2.847 1.715  0.0914
80 H -6.579 0.889 2.121  0.0833
81 H -5.565 -1.352 2.431  0.0867
82 H -3.096 -1.621 2.278  0.1094
83 H 1.057 0.452 -1.375  -0.0141
84 H 1.553 -0.672 -2.650  0.0820
85 H 1.786 -1.077 -0.949  0.0267
86 H 0.641 -3.170 -1.915  0.1122
87 H -0.502 -5.244 -2.055  0.0638
88 H -2.013 -5.119 -2.970  0.0693
89 H -2.060 -5.319 -1.219  0.0693
90 H -3.629 -3.153 -1.775  0.1051
91 H -4.841 -1.276 -1.458  0.0722
92 H -4.168 0.181 -2.222  0.0574
93 H -4.083 -0.008 -0.473  0.0442
94 H 0.088 1.045 -3.848  0.0580
95 H -0.237 0.580 -5.536  0.0657
96 H -0.821 -0.416 -4.189  0.0733
97 H -2.060 1.463 -6.626  0.1025

Question: The lowest net charge belongs to which entry?
Answer: C42H49HgN3OTe

Repeat the second record exactly.
Molecular formula: C2NO4S
Method: DFT, ωB97M-V/def2-TZVPD

ΔE to the lowest compared entry with this formula, charge and spin in kJ/mol: 70.0
Molecular weight in g/mol: 134.1
Net charge: -1
HOMO-LUMO gap (alpha / beta) in eV: 7.0 / 7.0
LUMO energy (alpha / beta) in eV: 2.186 / 2.185
Max |F| in eV/A: 4.13

Last column: Löwdin charge in e.
CARTESIAN COORDINATES (ANGSTROEM)
1 C 0.181 1.514 0.123  -0.6131
2 C -0.705 -1.099 0.053  -0.9445
3 N 0.542 -0.407 0.055  -0.4137
4 O -1.027 -1.603 1.084  0.0407
5 O 0.905 1.921 0.995  0.0538
6 O -0.589 1.717 -0.712  0.1530
7 O -1.194 -1.064 -1.088  -0.0048
8 S 1.886 -0.977 -0.510  0.7287

Question: Which of these has the highest max |F|?
Answer: C2NO4S